1.
{
  "formula": "C2H2BrCl3S",
  "method": "wB97M-V/def2-TZVPD",
  "elements": ["C", "C", "S", "Cl", "Cl", "Cl", "Br", "H", "H"],
  "coordinates": [[2.555271, -0.448745, 3.641464], [0.230258, -0.280786, 0.478861], [1.474128, 0.383095, 4.635134], [4.077424, 0.220368, 3.307467], [0.750530, -1.135582, -1.013740], [0.059239, -1.175152, 4.333995], [1.293149, 1.328765, 0.932335], [0.290659, -1.016847, 1.233508], [-0.748337, 0.182395, 0.319313]],
  "forces_ev_per_a": [[-0.04, 0.53, 0.26], [0.02, 1.19, -1.40], [0.16, -1.93, -1.18], [-0.09, 0.33, 0.34], [-0.12, 0.60, 0.48], [-0.01, 1.04, 0.63], [-0.14, -0.81, -0.24], [0.02, -0.27, 1.06], [0.21, -0.69, 0.06]],
  "lowdin_charge": [-1.091, -0.961, 0.442, 0.520, 0.474, 0.103, 0.540, -0.036, 0.009],
  "relative_energy_kcal_mol": 55.1,
  "energy_ha": -4430.074014,
  "fmax_ev_per_a": 2.27,
  "total_charge": 0,
  "homo_lumo_gap_ev": 8.13
}

---

2.
{
  "formula": "C2H2BrClF2",
  "method": "wB97M-V/def2-TZVPD",
  "elements": ["C", "C", "F", "F", "Cl", "Br", "H", "H"],
  "coordinates": [[-0.872481, 0.982883, -0.156074], [0.564874, -1.178395, 0.135858], [-1.428775, 1.273094, 1.012982], [0.291736, -1.803841, -1.005604], [0.202117, 2.147420, -0.578776], [2.260444, -0.238875, 0.321589], [-1.669397, 0.570003, -0.733966], [0.651481, -1.752292, 1.003993]],
  "forces_ev_per_a": [[-1.64, 0.47, 0.56], [2.17, 0.02, -0.40], [-0.26, -0.14, 1.58], [0.20, 0.47, 0.40], [0.82, 1.25, -1.23], [-0.46, -0.31, -0.67], [0.18, -0.25, -1.33], [-1.03, -1.51, 1.09]],
  "lowdin_charge": [-0.745, -0.571, -0.060, -0.023, 0.693, 0.624, 0.079, 0.003],
  "relative_energy_kcal_mol": 1.3,
  "energy_ha": -3311.157406,
  "fmax_ev_per_a": 2.21,
  "spin_multiplicity": 3,
  "total_charge": 0,
  "homo_lumo_gap_ev": [8.33, 9.14]
}

---

3.
{
  "formula": "C2H2BrClO2S",
  "method": "wB97M-V/def2-TZVPD",
  "elements": ["C", "C", "O", "O", "S", "Cl", "Br", "H", "H"],
  "coordinates": [[1.350788, -0.441198, -0.184094], [-2.259263, -0.007762, -0.442310], [0.747580, 2.027617, 0.638829], [-1.209533, 0.492618, 0.192023], [0.351929, 1.225183, -0.467916], [0.519092, -1.973472, -0.191344], [-3.473894, -0.584680, 0.876758], [1.896431, -0.550075, -1.054863], [2.076872, -0.188233, 0.632920]],
  "forces_ev_per_a": [[-0.50, 1.37, 0.78], [2.45, 1.14, -0.41], [0.44, 1.02, 0.81], [-0.85, -0.39, -0.16], [-1.08, -2.94, -0.20], [-0.37, 0.00, 0.74], [-0.32, -0.13, 0.54], [1.40, 0.45, -1.87], [-1.18, -0.51, -0.23]],
  "lowdin_charge": [-0.702, -0.605, -0.439, -0.539, 0.995, 0.598, 0.633, -0.020, 0.079],
  "relative_energy_kcal_mol": 51.2,
  "energy_ha": -3660.131027,
  "fmax_ev_per_a": 3.14,
  "total_charge": 0,
  "homo_lumo_gap_ev": 8.45
}

---

4.
{
  "formula": "C2H2BrF",
  "method": "wB97M-V/def2-TZVPD",
  "elements": ["C", "C", "F", "Br", "H", "H"],
  "coordinates": [[0.804036, -0.363135, -0.072908], [-0.476077, -0.403190, -0.075093], [-1.130096, 2.010818, -0.034589], [-2.168355, -0.709223, -0.059762], [1.636364, -1.153101, -0.010321], [1.334128, 0.617830, 0.252674]],
  "forces_ev_per_a": [[2.84, 0.74, 1.58], [0.67, 2.17, -0.01], [0.65, -1.95, 0.03], [-0.66, -0.34, -0.13], [-2.01, 0.57, -0.51], [-1.49, -1.19, -0.97]],
  "lowdin_charge": [-0.027, -0.638, -0.613, 1.018, 0.121, 0.139],
  "relative_energy_kcal_mol": 100.5,
  "energy_ha": -2751.083474,
  "fmax_ev_per_a": 3.34,
  "total_charge": 0,
  "homo_lumo_gap_ev": [7.49, 7.36]
}

---

5.
{
  "formula": "C2H2BrI",
  "method": "wB97M-V/def2-TZVPD",
  "elements": ["C", "C", "Br", "I", "H", "H"],
  "coordinates": [[-0.257250, 0.564205, 0.623010], [0.143455, -0.474085, -0.341006], [0.322688, 0.195508, -2.151245], [0.723752, -2.343441, 0.023809], [-0.164914, 0.607748, 1.624598], [-0.767732, 1.450064, 0.220834]],
  "forces_ev_per_a": [[0.54, -3.12, -7.07], [-1.62, 6.09, 3.07], [-0.36, -0.56, 0.56], [0.44, -1.09, 0.36], [0.31, -0.97, 3.31], [0.68, -0.35, -0.23]],
  "lowdin_charge": [-0.106, -1.366, 0.563, 0.874, -0.007, 0.041],
  "relative_energy_kcal_mol": 14.6,
  "energy_ha": -2949.042869,
  "fmax_ev_per_a": 7.75,
  "total_charge": 0,
  "homo_lumo_gap_ev": 9.09
}

---

6.
{
  "formula": "C2H2BrN3",
  "method": "wB97M-V/def2-TZVPD",
  "elements": ["H", "N", "C", "Br", "N", "C", "N", "H"],
  "coordinates": [[-0.527849, -2.356494, -0.084052], [-0.106222, -1.530278, 0.002452], [-0.660833, -0.391559, 0.051065], [-2.594969, 0.233390, 0.106437], [0.158629, 0.769670, -0.269611], [1.440404, 0.722580, 0.076993], [2.545694, 0.762568, 0.395459], [-0.254856, 1.790126, -0.278746]],
  "forces_ev_per_a": [[-2.59, -3.75, 0.18], [0.90, 6.54, 0.42], [1.02, -0.61, -1.69], [1.51, -0.80, 0.04], [-2.59, 1.68, 0.70], [1.00, 0.11, 0.24], [0.01, -0.09, -0.11], [0.74, -3.09, 0.21]],
  "lowdin_charge": [0.011, 0.160, -0.703, 0.581, -0.025, -0.359, 0.157, 0.177],
  "relative_energy_kcal_mol": 24.3,
  "energy_ha": -2815.639859,
  "fmax_ev_per_a": 6.62,
  "total_charge": 0,
  "homo_lumo_gap_ev": 10.36,
  "smiles": "[H]/N=C(\\Br)NC#N"
}

---

7.
{
  "formula": "C2H2BrNO3",
  "method": "wB97M-V/def2-TZVPD",
  "elements": ["C", "C", "N", "O", "O", "O", "Br", "H", "H"],
  "coordinates": [[1.277320, -1.222250, -0.188939], [-1.197512, 0.057550, 0.145798], [-0.475977, 1.177210, -0.036426], [-0.420578, 1.699000, -1.199567], [1.069448, -2.355699, -0.547585], [0.267468, 1.522129, 0.899301], [2.548292, -0.102511, 0.489463], [-1.279869, -0.378509, 1.172204], [-1.788596, -0.396923, -0.734253]],
  "forces_ev_per_a": [[-3.03, -4.09, -1.46], [-1.75, -3.30, -0.41], [2.10, 1.56, -2.00], [-0.44, -0.68, 2.13], [1.59, 4.06, 1.36], [-0.83, 0.54, -0.15], [0.98, -0.01, 0.10], [0.18, 0.78, -1.14], [1.21, 1.15, 1.59]],
  "lowdin_charge": [-0.657, 0.093, -0.501, -0.010, 0.028, -0.091, 0.898, 0.109, 0.132],
  "relative_energy_kcal_mol": 101.0,
  "energy_ha": -2931.661758,
  "fmax_ev_per_a": 5.30,
  "total_charge": 0,
  "homo_lumo_gap_ev": [6.66, 8.77]
}

---

8.
{
  "formula": "C2H2BrO2S",
  "method": "wB97M-V/def2-TZVPD",
  "elements": ["O", "C", "O", "C", "S", "Br", "H", "H"],
  "coordinates": [[-0.017766, -1.012073, 1.294801], [-0.062939, -0.998021, 0.031573], [-0.364971, -1.958111, -0.702619], [0.094426, 0.468785, -0.615703], [1.006270, 1.472119, 0.700499], [-1.756027, 1.223928, -0.769097], [0.573697, 0.528670, -1.533083], [0.527310, 0.274702, 1.593628]],
  "forces_ev_per_a": [[0.52, 0.34, 0.45], [-1.37, -0.48, -1.04], [0.73, 1.22, 0.32], [-0.14, 0.22, 4.20], [-0.68, -1.11, -0.67], [0.37, -0.31, -0.39], [0.52, -0.04, -1.72], [0.06, 0.16, -1.16]],
  "lowdin_charge": [-0.129, -0.790, -0.048, -0.896, 0.416, 0.487, -0.006, -0.033],
  "relative_energy_kcal_mol": 13.8,
  "energy_ha": -3200.158527,
  "fmax_ev_per_a": 4.21,
  "total_charge": -1,
  "homo_lumo_gap_ev": 7.97,
  "smiles": "O=C([O-])[C@H](S)Br"
}

---

9.
{
  "formula": "C2H2BrO2S2",
  "method": "wB97M-V/def2-TZVPD",
  "elements": ["O", "C", "O", "C", "S", "S", "Br", "H", "H"],
  "coordinates": [[-0.014353, -1.778066, 0.814401], [-0.293435, -0.636951, 0.917301], [-0.549411, 0.180675, 1.864242], [-0.498448, 0.104087, -0.620914], [0.635463, -0.529391, -1.833853], [-0.454731, 1.873718, -0.440407], [-2.436618, -0.528541, -1.247022], [0.218114, -1.748747, -1.348268], [-0.667235, 1.676840, 0.791471]],
  "forces_ev_per_a": [[0.93, -3.24, 0.25], [-1.96, 4.83, 0.36], [0.66, -1.76, -1.41], [-0.33, 0.37, 0.57], [-0.56, -0.77, 0.53], [0.41, 0.16, -2.99], [0.53, 0.25, 0.33], [0.77, 0.26, -0.54], [-0.45, -0.09, 2.89]],
  "lowdin_charge": [-0.019, -0.805, -0.127, -1.367, 0.597, 0.649, 0.361, -0.101, -0.189],
  "relative_energy_kcal_mol": 17.4,
  "energy_ha": -3598.345096,
  "fmax_ev_per_a": 5.22,
  "total_charge": -1,
  "homo_lumo_gap_ev": 8.07,
  "smiles": "O=C([O-])C(S)(S)Br"
}

---

10.
{
  "formula": "C2H2CdLiO2",
  "method": "wB97M-V/def2-TZVPD",
  "elements": ["C", "C", "O", "O", "H", "Cd", "Li", "H"],
  "coordinates": [[-0.822065, 1.214514, -0.722639], [-0.513088, 0.266087, 0.367863], [-0.195779, -1.005337, 0.016204], [-0.646704, 0.800956, -1.925891], [-1.593114, 0.420028, 0.796229], [2.215455, -0.952072, -0.401407], [1.327830, -1.540413, 0.852256], [0.227463, 0.796236, 1.017388]],
  "forces_ev_per_a": [[2.58, -2.97, -11.82], [-1.71, -1.00, 3.38], [0.18, 1.28, 0.82], [-1.86, 4.01, 8.15], [1.61, -1.04, 0.15], [6.65, 4.21, -9.30], [-6.78, -4.36, 8.69], [-0.67, -0.12, -0.08]],
  "lowdin_charge": [0.085, -0.444, -0.392, 0.114, 0.190, 1.013, 0.308, 0.125],
  "relative_energy_kcal_mol": 79.1,
  "energy_ha": -402.623168,
  "fmax_ev_per_a": 12.46,
  "total_charge": 1,
  "homo_lumo_gap_ev": [4.83, 7.59]
}

---

11.
{
  "formula": "C2H2Cl2F3P",
  "method": "wB97M-V/def2-TZVPD",
  "elements": ["F", "C", "C", "F", "Cl", "P", "F", "Cl", "H", "H"],
  "coordinates": [[-0.762109, 1.237847, -0.599765], [-0.901633, -0.095743, -0.688436], [-0.042629, -0.632981, 0.556581], [-0.763229, -0.624424, 1.712125], [0.595134, -2.274615, 0.343641], [1.482687, 0.639090, 0.843738], [0.772499, 2.162278, 1.040441], [2.026890, 0.673519, -1.095698], [-0.452870, -0.615500, -1.620735], [-1.954738, -0.469470, -0.491892]],
  "forces_ev_per_a": [[-0.95, 0.60, -1.00], [0.65, -3.65, 1.21], [0.18, 1.54, -0.98], [-0.21, 0.17, -0.05], [-0.02, 0.42, -0.13], [-1.13, 0.83, 0.86], [0.93, -2.33, -0.26], [0.37, 0.16, -0.40], [-0.84, 1.45, 1.24], [1.00, 0.81, -0.49]],
  "lowdin_charge": [-0.083, -0.275, -1.021, -0.071, 0.636, 0.652, -0.379, 0.286, 0.115, 0.140],
  "relative_energy_kcal_mol": 2.2,
  "energy_ha": -1638.759450,
  "fmax_ev_per_a": 3.90,
  "total_charge": 0,
  "homo_lumo_gap_ev": 10.48,
  "smiles": "FC[C@@](F)(Cl)P(F)Cl"
}

---

12.
{
  "formula": "C2H2Cl2I2",
  "method": "wB97M-V/def2-TZVPD",
  "elements": ["C", "C", "Cl", "Cl", "I", "I", "H", "H"],
  "coordinates": [[0.404083, 0.059336, 0.120735], [1.178431, -0.951986, 1.397376], [1.685642, 1.089811, -0.442337], [2.410057, -1.884754, 0.716734], [1.835346, 0.362697, 3.010343], [-0.460210, -2.272794, 2.013502], [-0.367103, 0.807641, 0.546565], [0.055952, -0.559313, -0.553415]],
  "forces_ev_per_a": [[2.27, 3.02, 6.76], [-3.28, 2.26, -1.15], [0.44, 0.32, -0.81], [1.05, -0.46, -0.47], [-0.24, -0.58, -0.54], [0.38, 0.43, 0.05], [1.04, -1.89, -0.33], [-1.66, -3.11, -3.51]],
  "lowdin_charge": [-0.709, -1.795, 0.524, 0.514, 0.712, 0.697, 0.087, -0.031],
  "relative_energy_kcal_mol": 25.8,
  "energy_ha": -1593.125959,
  "fmax_ev_per_a": 7.75,
  "total_charge": 0,
  "homo_lumo_gap_ev": 8.87
}